(1)
Computed, not measured: one molecule with the formula C29H24N4O8, with ωB97M-V/def2-TZVPD.

Results
Structure (SMILES): O=C(OCC(COC(=O)c1cccnc1)(COC(=O)c1cccnc1)COC(=O)c1cccnc1)c1cccnc1
E_HOMO in eV: -9.857
Total energy in hartree: -1940.5148
Energy above the lowest of the compared OMol25 structures with the same formula, charge and spin in kJ/mol: 4.7
Maximum force in eV Å⁻¹: 0.82
Kohn-Sham gap in hartree: 0.363
LUMO energy in eV: 0.0

Structure (XYZ):
```
65
Properties=species:S:1:pos:R:3:forces:R:3:nbo_charge:R:1
O -3.519 -0.664 1.455 0.03 -0.21 -0.12 -0.604
C -3.165 -1.355 0.530 -0.21 0.03 0.32 0.805
O -1.878 -1.566 0.209 0.06 -0.16 -0.32 -0.520
C -0.895 -0.862 0.952 0.35 0.58 0.46 -0.083
C -0.024 -0.004 0.018 0.00 0.00 0.01 -0.127
C 0.845 -0.924 -0.856 -0.36 0.54 -0.51 -0.084
O 1.852 -1.552 -0.077 -0.05 -0.15 0.36 -0.523
C 3.128 -1.363 -0.454 0.22 0.03 -0.37 0.801
O 3.447 -0.751 -1.445 -0.02 -0.20 0.14 -0.597
C 4.091 -1.965 0.490 0.26 -0.24 0.26 -0.209
C 3.707 -2.592 1.672 0.14 0.07 -0.21 -0.108
C 4.695 -3.073 2.513 -0.01 0.03 -0.06 -0.264
C 6.021 -2.902 2.142 -0.17 -0.13 0.25 0.059
N 6.395 -2.310 1.018 0.55 0.03 -0.06 -0.421
C 5.456 -1.856 0.215 -0.56 0.11 -0.26 0.084
C -0.889 0.853 -0.923 0.36 -0.58 -0.46 -0.091
O -1.884 1.551 -0.188 0.05 0.16 0.32 -0.519
C -3.166 1.330 -0.520 -0.21 -0.04 -0.32 0.805
O -3.509 0.631 -1.443 0.03 0.22 0.11 -0.603
C -4.108 2.025 0.383 -0.32 0.21 0.18 -0.208
C -5.477 1.863 0.179 0.27 0.07 0.04 -0.112
C -6.356 2.480 1.049 0.10 -0.02 -0.02 -0.267
C -5.828 3.237 2.087 -0.27 -0.08 -0.10 0.060
N -4.530 3.399 2.285 0.11 0.33 0.46 -0.417
C -3.691 2.808 1.459 0.17 -0.28 -0.45 0.088
C 0.837 0.920 0.897 -0.35 -0.54 0.50 -0.083
O 1.842 1.555 0.122 -0.06 0.14 -0.34 -0.519
C 3.120 1.347 0.478 0.20 -0.01 0.34 0.803
O 3.446 0.709 1.452 -0.01 0.21 -0.14 -0.604
C 4.076 1.963 -0.463 0.33 0.20 -0.20 -0.212
C 5.438 1.721 -0.294 -0.27 0.09 -0.04 -0.109
C 6.326 2.263 -1.205 -0.10 -0.01 0.02 -0.265
C 5.815 3.028 -2.244 0.27 -0.09 0.10 0.061
N 4.524 3.271 -2.406 -0.10 0.33 -0.46 -0.419
C 3.675 2.750 -1.543 -0.18 -0.27 0.45 0.087
C -4.093 -2.051 -0.385 -0.32 -0.21 -0.19 -0.208
C -5.465 -1.881 -0.207 0.27 -0.07 -0.03 -0.112
C -6.331 -2.500 -1.089 0.10 0.02 0.02 -0.266
C -5.788 -3.265 -2.112 -0.27 0.08 0.09 0.060
N -4.487 -3.436 -2.285 0.11 -0.33 -0.46 -0.417
C -3.660 -2.843 -1.448 0.17 0.29 0.45 0.088
H -1.394 -0.236 1.699 0.16 -0.16 -0.10 0.228
H -0.264 -1.601 1.454 -0.08 0.07 -0.01 0.203
H 0.217 -1.707 -1.289 0.08 0.08 0.00 0.205
H 1.325 -0.352 -1.659 -0.16 -0.15 0.11 0.229
H 2.662 -2.691 1.920 -0.06 0.00 0.03 0.228
H 4.444 -3.563 3.441 0.00 -0.04 0.07 0.223
H 6.828 -3.253 2.772 -0.01 -0.07 0.11 0.196
H 5.784 -1.375 -0.697 -0.06 0.04 -0.08 0.213
H -1.378 0.226 -1.676 0.16 0.16 0.10 0.229
H -0.256 1.596 -1.416 -0.08 -0.08 0.01 0.207
H -5.817 1.258 -0.649 -0.03 -0.04 -0.06 0.237
H -7.424 2.378 0.930 -0.08 0.01 0.00 0.223
H -6.472 3.739 2.797 -0.13 0.00 0.00 0.195
H -2.640 2.962 1.658 0.09 -0.05 -0.05 0.204
H 0.204 1.700 1.328 0.08 -0.08 -0.01 0.205
H 1.318 0.350 1.700 -0.16 0.15 -0.11 0.226
H 5.768 1.112 0.534 0.03 -0.03 0.06 0.239
H 7.388 2.094 -1.114 0.09 0.00 -0.01 0.225
H 6.466 3.471 -2.986 0.13 0.00 -0.01 0.195
H 2.630 2.969 -1.712 -0.09 -0.04 0.05 0.203
H -5.818 -1.270 0.611 -0.03 0.04 0.05 0.236
H -7.400 -2.392 -0.990 -0.08 -0.01 -0.01 0.223
H -6.421 -3.769 -2.831 -0.13 0.00 -0.01 0.196
H -2.607 -3.003 -1.626 0.09 0.05 0.05 0.203
```
Positions in Å, forces in eV/Å.

(2)
Computed, not measured: a 2-piece molecular cluster, C29H25BNO5 overall at a distorted geometry, with ωB97M-V/def2-TZVPD.

Results
Net charge: +1
E_HOMO in eV: -7.954
Total energy in hartree: -1575.5638
Energy above the lowest of the compared OMol25 structures with the same formula, charge and spin in kJ/mol: 491.7
Maximum force in eV Å⁻¹: 8.81
Kohn-Sham gap in hartree: 0.157
LUMO energy in eV: -3.7

Structure (XYZ):
```
61
Properties=species:S:1:pos:R:3:forces:R:3:nbo_charge:R:1
C 1.689 -1.808 3.145 0.05 -1.12 0.32 -0.663
C 1.644 -0.751 2.156 -0.07 2.06 -0.87 0.285
C 2.475 -0.385 1.119 -0.35 -0.33 1.62 -0.339
C 2.039 0.833 0.609 -1.55 0.33 -0.26 -0.273
C 0.737 1.073 1.211 7.08 -5.23 -0.42 0.275
B -0.516 -2.584 -1.960 -1.63 2.07 1.67 1.283
N 0.436 -3.712 -1.977 0.30 -1.35 -0.93 -0.468
C 1.836 -3.408 -1.610 0.91 0.27 0.10 -0.420
C -0.129 -4.752 -1.008 0.23 -0.48 -1.06 -0.330
C -1.273 -4.037 -0.329 -2.63 0.82 0.87 0.770
O -1.973 -4.326 0.595 1.92 0.23 -1.84 -0.404
O -1.558 -2.833 -1.099 1.44 -0.40 -0.25 -0.647
C 0.354 -3.810 -3.527 0.29 -0.54 -0.68 -0.351
C 0.332 -2.338 -3.984 0.19 3.00 -1.04 0.764
O 0.597 -1.764 -5.010 -0.54 -2.34 2.63 -0.407
O -0.192 -1.579 -2.851 -0.42 -2.03 -0.49 -0.661
O 0.607 0.189 2.265 0.97 -2.29 -1.15 -0.445
H 2.707 -2.221 3.226 -0.37 0.23 0.13 0.233
H 1.286 -1.554 4.136 0.25 0.11 -0.40 0.249
H 1.061 -2.589 2.722 -0.23 -0.60 0.46 0.206
H 3.375 -0.901 0.871 0.50 -0.16 -0.04 0.220
H 2.512 1.399 -0.194 -0.41 -0.17 0.29 0.235
H 2.467 -4.130 -2.155 -0.02 0.41 0.50 0.235
H 2.088 -2.369 -1.861 -0.02 -0.35 -0.09 0.261
H 1.910 -3.529 -0.528 0.30 0.15 -0.22 0.243
H -0.476 -5.623 -1.590 -0.05 0.31 0.48 0.278
H 0.647 -5.068 -0.296 -0.38 0.09 -0.37 0.280
H 1.208 -4.352 -3.953 -0.26 0.11 0.27 0.282
H -0.589 -4.262 -3.899 0.40 0.05 0.56 0.286
C -0.417 1.501 0.559 -4.09 2.38 -0.63 -0.183
C -1.731 0.774 0.708 -0.70 -0.12 -0.38 0.082
C -2.296 0.080 -0.373 -0.34 -0.34 0.00 -0.270
C -3.638 -0.331 -0.398 -0.05 0.09 0.65 -0.148
C -4.464 -0.120 0.722 0.83 0.46 -0.05 -0.229
C -3.887 0.503 1.840 0.05 -0.13 -0.25 -0.195
C -2.549 0.924 1.821 -0.61 0.10 0.10 -0.216
C 0.131 2.430 1.677 -1.61 3.31 -0.31 -0.067
C 0.812 3.546 1.048 -0.46 -0.55 0.36 0.060
C 1.588 4.359 1.867 0.02 -0.28 -0.08 -0.222
C 1.594 4.113 3.251 0.70 0.01 -0.19 -0.207
C 0.785 3.125 3.857 0.07 0.30 -0.07 -0.210
C -0.038 2.356 3.085 -0.41 1.04 0.33 -0.144
C 0.621 3.431 -0.404 0.16 -0.33 0.17 -0.088
C -0.169 2.281 -0.696 0.21 0.80 0.70 0.086
C -0.619 2.056 -1.980 0.04 0.19 -0.45 -0.240
C -0.265 2.951 -2.992 0.38 0.30 -0.02 -0.206
C 0.634 4.005 -2.744 0.05 -0.05 0.49 -0.208
C 1.118 4.225 -1.439 -0.34 -0.14 -0.37 -0.183
H -1.689 -0.147 -1.241 -0.12 0.07 0.15 0.186
H -4.055 -0.789 -1.299 0.23 0.06 0.30 0.202
H -5.524 -0.377 0.720 0.37 -0.01 -0.06 0.225
H -4.493 0.724 2.725 0.25 -0.19 -0.34 0.223
H -2.168 1.448 2.681 -0.36 0.01 -0.11 0.213
H 2.245 5.109 1.411 -0.37 -0.13 0.40 0.223
H 2.283 4.683 3.872 -0.23 -0.04 -0.10 0.222
H 0.825 2.924 4.933 -0.10 0.48 -0.38 0.225
H -0.760 1.690 3.527 0.61 -0.15 0.15 0.218
H -1.280 1.231 -2.215 0.21 0.35 -0.10 0.212
H -0.688 2.809 -3.990 0.23 0.10 0.30 0.219
H 0.936 4.681 -3.550 -0.09 -0.35 0.27 0.224
H 1.859 4.998 -1.208 -0.45 -0.08 -0.25 0.221
```
Positions in Å, forces in eV/Å.

(3)
Computed, not measured: C29H25BaClIN7O4S4 as an isolated structure at a distorted geometry, with ωB97M-V/def2-TZVPD.

Results
Net charge: -2
E_HOMO in eV: -1.144
Total energy in hartree: -4180.5773
Energy above the lowest of the compared OMol25 structures with the same formula, charge and spin in kJ/mol: 144.0
Maximum force in eV Å⁻¹: 3.16
Kohn-Sham gap in hartree: 0.139
LUMO energy in eV: 2.6

Structure (XYZ):
```
72
Properties=species:S:1:pos:R:3:forces:R:3:mulliken_charge:R:1
Ba -1.245 -1.161 1.834 0.36 0.18 -0.14 1.105
C 1.600 1.422 3.320 1.72 -0.60 0.14 -0.444
C 2.183 1.789 1.966 0.58 1.05 2.42 0.800
N 2.875 2.907 1.997 0.07 0.85 -1.89 -0.732
C 3.191 3.502 0.779 -0.31 -0.40 2.09 -1.115
C 2.931 2.922 -0.407 0.04 -1.19 -1.42 0.828
C 2.960 3.622 -1.757 -0.19 0.46 -0.16 -0.747
O 3.989 4.576 -2.010 1.31 -0.60 0.63 -0.580
C 2.447 1.588 -0.382 -0.62 0.25 -0.57 0.850
C 2.280 0.771 -1.618 -0.91 0.42 1.72 -1.182
N 3.197 0.399 -2.385 0.81 -0.57 -1.46 -0.513
C 4.490 0.768 -2.063 1.07 -0.82 0.61 0.645
C 5.299 1.453 -2.939 0.33 1.91 -0.15 -0.369
C 6.519 2.038 -2.514 -0.71 -0.92 -0.05 -0.516
C 7.017 1.776 -1.241 -0.38 0.03 -1.08 -0.543
C 6.313 0.853 -0.449 0.65 0.13 -0.70 -0.615
C 5.123 0.311 -0.878 -0.55 -0.32 0.42 0.128
I 4.197 -1.261 0.245 0.91 0.48 -0.33 0.138
C 1.942 1.031 0.807 -0.48 -0.91 -0.77 -0.217
O 1.357 -0.116 0.861 -0.65 0.13 0.05 -0.719
H 1.946 0.449 3.735 -0.52 0.35 -0.56 0.139
H 0.552 1.475 3.222 -1.29 -0.40 0.13 -0.021
H 1.887 2.173 4.064 0.08 0.03 -0.36 0.342
H 3.558 4.494 0.873 0.41 0.75 -0.11 0.451
H 2.037 4.205 -1.842 -0.03 -0.05 0.03 0.425
H 2.950 2.925 -2.599 -0.10 -0.23 0.29 0.294
H 4.844 4.096 -1.871 -0.95 0.57 -0.16 0.346
H 1.305 0.363 -1.813 -0.58 -0.05 -0.07 0.699
H 4.891 1.799 -3.895 0.06 -0.40 0.23 0.305
H 7.044 2.625 -3.253 0.23 0.22 0.16 0.371
H 7.977 2.215 -0.981 -0.23 -0.22 0.38 0.389
H 6.815 0.495 0.420 -0.10 -0.23 0.72 0.433
S 0.590 -2.703 4.937 -0.20 0.19 -0.42 -0.642
S -1.143 -3.784 5.205 0.79 -0.38 0.98 -0.125
S -2.342 -3.627 3.634 -0.85 0.73 -0.60 -0.170
S -3.426 -1.810 3.878 0.00 -0.27 -0.06 -0.629
O -1.088 -3.050 -5.705 -1.38 -0.18 1.03 -0.636
N -2.215 -3.196 -5.199 -0.46 -0.39 -3.11 1.026
O -3.205 -3.437 -5.933 1.37 0.36 1.35 -0.662
C -2.412 -3.116 -3.782 -0.63 0.58 0.09 -0.718
C -3.679 -3.266 -3.319 -0.85 -1.05 0.68 -0.578
C -4.029 -3.270 -1.912 1.21 0.60 -1.29 1.041
C -5.305 -3.433 -1.421 -1.61 -0.99 2.02 -0.677
C -5.525 -3.320 -0.041 -0.07 0.18 0.13 -0.902
C -4.427 -3.012 0.797 0.35 -1.04 -1.64 0.168
N -3.194 -2.980 0.326 0.01 0.17 0.31 0.116
C -3.010 -3.053 -0.997 0.61 -0.14 0.03 -0.254
C -1.664 -2.931 -1.528 2.18 1.01 1.24 -0.222
N -0.675 -2.763 -0.579 -0.03 -0.58 -0.70 -0.201
C 0.594 -2.613 -0.952 -0.33 0.93 1.14 -0.176
C 0.954 -2.355 -2.266 -0.86 -0.69 -0.53 -0.803
C -0.021 -2.449 -3.221 -0.48 -0.42 0.93 -0.499
C -1.334 -2.819 -2.899 -0.24 -0.40 1.49 1.191
H -4.493 -3.542 -3.978 0.23 0.27 -0.31 0.466
H -6.087 -3.883 -2.018 -0.17 0.50 -0.38 0.348
H -6.478 -3.495 0.519 0.68 0.15 -1.16 0.310
H -4.508 -2.941 1.856 -0.27 0.29 0.71 0.164
H 1.354 -2.476 -0.150 -0.73 -0.30 -0.53 0.199
H 1.949 -2.158 -2.572 0.86 0.38 0.06 0.544
H 0.159 -2.288 -4.228 0.71 0.34 -1.50 0.692
Cl -3.180 -0.165 -0.566 0.22 0.57 0.14 -0.663
C -4.903 1.527 4.530 0.17 0.82 0.37 -0.955
N -3.872 2.448 4.079 0.57 0.48 -0.79 -0.037
C -4.414 3.714 3.494 2.22 -0.29 0.25 -0.943
C -2.726 1.982 3.539 0.70 -0.24 -0.31 0.312
N -1.693 1.653 3.100 -1.82 0.34 0.59 -0.473
H -5.396 1.038 3.722 -0.20 -0.70 -0.67 0.345
H -5.627 2.150 5.021 -0.51 0.33 0.30 0.358
H -4.545 0.856 5.280 0.46 -0.74 0.13 0.331
H -5.250 3.487 2.842 -0.15 0.23 -0.12 0.311
H -3.563 4.207 2.950 -1.04 -0.48 0.23 0.357
H -4.644 4.372 4.335 -0.49 -0.04 -0.17 0.310
```
Positions in Å, forces in eV/Å.

(4)
Computed, not measured: C29H25Br2N6O3PSn as an isolated structure at a distorted geometry, with ωB97M-V/def2-TZVPD.

Results
Net charge: +2
E_HOMO in eV: -13.254
Total energy in hartree: -7377.5347
Energy above the lowest of the compared OMol25 structures with the same formula, charge and spin in kJ/mol: 232.6
Maximum force in eV Å⁻¹: 1.25
Kohn-Sham gap in hartree: 0.237
LUMO energy in eV: -6.8

Structure (XYZ):
```
67
Properties=species:S:1:pos:R:3:forces:R:3:nbo_charge:R:1
Sn -0.989 0.862 -0.042 0.04 0.07 0.13 1.530
N 0.607 2.292 2.863 -0.07 -0.05 -0.08 -0.527
C -0.325 3.189 2.296 0.10 0.09 -0.09 0.412
C -0.482 4.415 2.928 0.00 0.01 -0.05 -0.229
C -1.377 5.322 2.401 0.03 -0.03 0.02 -0.087
C -2.088 4.985 1.255 0.02 -0.02 0.01 -0.227
C -1.861 3.754 0.690 -0.04 -0.01 0.06 0.065
N -0.984 2.862 1.192 -0.12 -0.07 -0.06 -0.641
C 0.643 0.948 2.870 0.02 0.13 0.07 0.506
C 1.532 0.393 3.914 -0.02 0.17 0.08 -0.193
C 1.724 -0.908 4.037 -0.07 -0.20 0.03 -0.153
C 1.006 -1.812 3.110 0.66 -0.67 -0.81 0.031
C -0.150 -1.208 2.356 0.06 0.42 0.52 0.191
N -0.015 0.200 2.034 -0.28 -0.28 -0.12 -0.713
H 1.174 2.727 3.576 0.01 0.00 0.00 0.427
H 0.066 4.637 3.834 -0.01 0.00 0.00 0.241
H -1.527 6.278 2.884 0.00 0.00 0.00 0.255
H -2.801 5.663 0.810 0.00 0.00 0.00 0.258
H -2.396 3.450 -0.202 -0.01 -0.02 -0.01 0.220
H 2.041 1.087 4.570 -0.05 0.02 0.03 0.250
H 2.377 -1.319 4.793 0.03 -0.07 -0.06 0.269
H 0.851 -2.839 3.432 -0.57 0.29 0.75 0.260
H -1.112 -1.373 2.833 -0.22 -0.24 -0.11 0.270
Br -2.983 1.929 -2.678 -0.04 0.06 -0.08 0.067
C -4.226 0.511 -3.118 0.07 0.03 0.01 -0.511
Br -3.487 -1.234 -2.801 0.00 -0.02 0.06 0.070
H -4.437 0.600 -4.175 -0.02 0.00 0.00 0.252
H -5.109 0.643 -2.507 0.01 -0.02 0.01 0.243
O 1.901 -2.161 1.919 0.42 0.31 -0.24 -0.400
C 1.152 -2.278 0.898 -0.61 -0.03 0.02 0.900
O -0.105 -1.959 1.110 0.28 0.24 -0.16 -0.426
C 1.577 -2.714 -0.424 0.24 -0.08 0.23 -0.820
P 0.920 -1.551 -1.769 -0.13 -0.10 -0.13 0.879
C 1.470 -2.479 -3.223 0.09 0.03 0.01 -0.307
C 0.573 -3.406 -3.756 -0.03 0.02 0.00 -0.229
C 0.934 -4.173 -4.852 0.01 0.00 -0.01 -0.185
C 2.183 -4.001 -5.432 -0.01 0.00 0.00 -0.167
C 3.074 -3.070 -4.915 0.01 0.01 0.01 -0.193
C 2.724 -2.311 -3.809 0.01 -0.03 0.02 -0.222
C 2.067 -0.149 -1.626 -0.04 0.02 0.05 -0.399
C 1.888 0.875 -2.562 0.00 -0.01 0.00 -0.208
C 2.629 2.042 -2.481 0.00 0.00 -0.01 -0.186
C 3.544 2.215 -1.448 0.00 0.01 0.00 -0.191
C 3.720 1.213 -0.507 0.00 0.01 0.02 -0.207
C 2.986 0.035 -0.596 0.00 0.00 0.00 -0.186
H 1.065 -3.660 -0.635 -0.04 0.02 -0.03 0.321
H 2.653 -2.882 -0.437 -0.01 -0.02 -0.02 0.286
H -0.413 -3.523 -3.317 -0.01 0.01 -0.01 0.217
H 0.238 -4.893 -5.261 0.00 0.00 0.00 0.234
H 2.462 -4.592 -6.294 0.00 0.00 0.00 0.237
H 4.045 -2.937 -5.372 0.00 0.00 0.00 0.235
H 3.424 -1.589 -3.409 0.00 0.01 0.00 0.223
H 1.173 0.750 -3.369 -0.01 0.00 0.00 0.232
H 2.498 2.816 -3.225 0.00 0.00 0.00 0.238
H 4.128 3.124 -1.388 0.00 0.00 0.00 0.237
H 4.448 1.334 0.285 0.01 0.00 0.00 0.227
H 3.177 -0.743 0.134 0.03 0.00 -0.02 0.192
N -4.343 -1.411 0.964 0.10 0.00 -0.05 -0.773
C -3.547 -0.462 1.466 0.08 -0.05 -0.05 0.678
O -2.829 0.203 0.604 -0.04 0.12 -0.01 -0.975
C -3.490 -0.224 2.841 -0.13 0.00 0.02 -0.550
C -4.220 -1.072 3.719 0.12 0.02 0.16 0.262
N -4.768 -1.810 4.413 -0.06 -0.02 -0.09 -0.288
C -2.883 0.948 3.342 0.05 0.04 -0.05 0.334
N -2.381 1.908 3.739 0.12 -0.10 0.02 -0.413
H -4.337 -1.573 -0.030 0.00 0.00 -0.01 0.422
H -5.008 -1.894 1.546 0.01 0.00 0.01 0.432
```
Positions in Å, forces in eV/Å.

> LUMO energy of number 3 (C29H25BaClIN7O4S4)?

2.6 eV